--- w ---
Below is an isolated molecule of C3H8OS2, with properties calculated with wB97M-V/def2-TZVPD.

Values from the calculation:
- E_HOMO (eV) = -8.162
- spin multiplicity = 1
- SMILES = CSC=[S@@H](C)=O

Each line ends with the Löwdin charge.
Atoms and positions in Å:
C: 0.50 0.37 -0.69  -0.70
C: 2.10 -1.76 0.16  -0.41
C: -2.07 0.93 -0.43  -0.25
O: -0.64 -0.20 1.63  -0.49
S: 2.22 -0.09 -0.59  0.73
S: -0.56 0.89 0.63  0.66
H: 0.26 1.49 -1.36  0.10
H: 1.35 -1.77 0.94  0.00
H: 3.00 -2.01 0.89  0.08
H: 2.10 -2.59 -0.58  0.03
H: -2.94 1.28 0.17  0.06
H: -1.98 1.57 -1.34  0.06
H: -2.15 -0.13 -0.78  0.07
H: -1.19 2.03 1.36  0.06


--- x ---
Below is a 2-piece molecular cluster, C3H8OS2 overall, with properties calculated with wB97M-V/def2-TZVPD.

Values from the calculation:
- E_HOMO (eV) = -8.273
- spin multiplicity = 1
- SMILES = CC=O.CSS

Each line ends with the Löwdin charge.
Atoms and positions in Å:
C: 1.83 2.68 -3.50  -0.52
S: 1.48 1.43 -2.27  0.35
S: 0.37 2.48 -0.89  0.29
H: 0.91 3.06 -3.93  0.02
H: 2.35 3.52 -3.06  0.02
H: 2.45 2.29 -4.31  0.04
H: -0.45 3.17 -1.71  -0.20
O: -0.60 -1.46 1.66  0.04
C: -0.60 -2.18 2.61  -0.33
C: -1.78 -3.04 2.97  -0.06
H: 0.31 -2.22 3.25  0.11
H: -2.58 -2.43 3.41  0.08
H: -2.16 -3.51 2.06  0.08
H: -1.54 -3.79 3.72  0.07


--- y ---
Below is a 2-piece molecular cluster, C3H8OS2 overall, with properties calculated with wB97M-V/def2-TZVPD.

Values from the calculation:
- E_HOMO (eV) = -8.533
- spin multiplicity = 1
- SMILES = C=CO.CSS

Each line ends with the Löwdin charge.
Atoms and positions in Å:
C: 1.60 -1.52 0.50  -0.43
S: 0.40 -1.28 -0.89  0.38
S: 1.61 -0.19 -2.18  0.32
H: 2.17 -2.40 0.24  0.02
H: 0.96 -1.70 1.37  0.03
H: 2.07 -0.55 0.64  0.01
H: 0.93 0.97 -2.17  -0.23
C: -1.93 0.75 -0.32  -0.06
C: -1.49 0.85 0.92  -0.31
O: -0.25 1.31 1.27  -0.03
H: -2.83 0.22 -0.60  0.06
H: -1.32 1.21 -1.08  0.04
H: -2.04 0.60 1.82  0.11
H: 0.12 1.72 0.48  0.09


--- z ---
Below is a 2-piece molecular cluster, C3H8OS2 overall, with properties calculated with wB97M-V/def2-TZVPD.

Values from the calculation:
- E_HOMO (eV) = -8.146
- spin multiplicity = 1
- SMILES = C=CO.CSS

Each line ends with the Löwdin charge.
Atoms and positions in Å:
C: 1.43 -0.97 0.77  -0.42
S: 1.84 0.41 -0.35  0.34
S: 2.38 1.92 0.91  0.28
H: 2.30 -1.69 0.68  0.06
H: 0.54 -1.56 0.58  0.04
H: 1.43 -0.55 1.71  -0.05
H: 2.22 1.28 2.10  -0.17
C: -1.36 0.08 -1.68  -0.04
C: -2.25 -0.14 -0.63  -0.27
O: -2.20 0.68 0.47  -0.05
H: -1.55 -0.56 -2.61  0.06
H: -0.43 0.75 -1.56  0.01
H: -2.79 -1.07 -0.60  0.10
H: -1.57 1.42 0.23  0.12


Stability summary - winner: x; margin: 0.0193 hartree.


--- w ---
Below is a 2-piece molecular cluster, C3H8OS2 overall, with properties calculated with wB97M-V/def2-TZVPD.

Values from the calculation:
- E_HOMO (eV) = -8.981
- spin multiplicity = 1
- SMILES = C=CO.CSS

Each line ends with the Löwdin charge.
Atoms and positions in Å:
C: 1.48 -1.84 -0.88  -0.46
S: 0.04 -2.29 0.21  0.34
S: 0.26 -0.82 1.70  0.30
H: 2.33 -1.58 -0.24  0.02
H: 1.67 -2.83 -1.29  0.01
H: 1.20 -1.04 -1.53  0.02
H: -0.40 0.18 1.04  -0.22
C: -1.08 3.68 -1.69  0.01
C: -0.34 2.84 -0.98  -0.27
O: -0.82 1.90 -0.12  -0.05
H: -0.52 4.18 -2.49  0.05
H: -2.16 3.72 -1.76  0.06
H: 0.69 2.66 -1.26  0.11
H: -1.72 1.62 -0.27  0.09


--- x ---
Below is a 2-piece molecular cluster, C3H8OS2 overall, with properties calculated with wB97M-V/def2-TZVPD.

Values from the calculation:
- E_HOMO (eV) = -8.296
- spin multiplicity = 1
- SMILES = C=CO.CSS

Each line ends with the Löwdin charge.
Atoms and positions in Å:
C: -0.58 -1.54 -0.30  -0.46
S: 0.21 -0.54 -1.60  0.34
S: 2.07 0.10 -0.95  0.28
H: -1.54 -1.14 0.02  0.03
H: 0.11 -1.57 0.55  0.01
H: -0.62 -2.55 -0.70  0.03
H: 2.05 -0.65 0.20  -0.18
C: -1.30 1.68 0.86  0.00
C: -1.82 1.04 1.91  -0.28
O: -1.10 0.12 2.62  -0.02
H: -1.91 2.33 0.25  0.05
H: -0.27 1.47 0.52  0.04
H: -2.79 1.22 2.38  0.11
H: -0.58 -0.39 2.00  0.04


Stability summary - winner: w; margin: 0.0094 hartree.


--- w ---
Below is C4H6N2OS as an isolated structure, with properties calculated with wB97M-V/def2-TZVPD.

Values from the calculation:
- E_HOMO (eV) = -8.800
- spin multiplicity = 1

Each line ends with the Löwdin charge.
Atoms and positions in Å:
C: -1.76 -1.68 -0.09  -0.08
C: -1.98 -0.28 -0.55  -0.21
C: -0.43 -1.84 -0.03  -0.22
C: 1.74 1.38 -0.36  -0.22
N: -0.96 0.42 -0.84  0.13
N: 0.29 -0.77 -0.37  -0.25
O: 2.69 -0.94 0.46  -0.51
S: 1.96 -0.44 -0.69  0.89
H: -2.40 -2.46 0.17  0.06
H: -2.96 0.15 -0.84  0.12
H: 0.25 -2.74 0.37  0.18
H: 1.32 1.67 0.66  0.10
H: 1.03 1.48 -1.17  0.00
H: 2.68 1.78 -0.58  0.01


--- x ---
Below is an isolated molecule of C4H6N2OS, with properties calculated with wB97M-V/def2-TZVPD.

Values from the calculation:
- E_HOMO (eV) = -9.123
- spin multiplicity = 1
- SMILES = [H]/N=C\NC(=S)CC=O

Each line ends with the Löwdin charge.
Atoms and positions in Å:
C: 0.15 0.69 2.07  -0.25
C: 0.44 0.52 -0.45  -0.82
C: 0.64 -0.98 -0.41  -0.18
C: -0.70 -1.64 -0.70  -0.23
H: -0.69 -1.04 1.82  0.02
H: 0.52 1.45 2.76  0.12
H: 0.22 2.15 0.64  0.10
H: 1.33 -1.23 -1.19  0.10
H: 1.05 -1.34 0.57  0.13
H: -0.98 -1.65 -1.77  0.13
N: -0.29 -0.41 2.52  0.13
N: 0.24 1.17 0.74  0.02
O: -1.43 -2.08 0.17  0.05
S: 0.45 1.34 -1.88  0.68


--- y ---
Below is an isolated molecule of C4H6N2OS, with properties calculated with wB97M-V/def2-TZVPD.

Values from the calculation:
- E_HOMO (eV) = -8.074
- spin multiplicity = 1
- SMILES = CN1C=NC(=S)CO1

Each line ends with the Löwdin charge.
Atoms and positions in Å:
C: 3.04 0.05 0.02  -0.02
C: -0.24 -1.19 0.36  -0.17
C: -1.02 0.12 0.15  -0.90
C: 0.87 1.22 0.01  -0.10
H: 3.42 -0.41 1.01  0.11
H: 3.25 -0.64 -0.92  0.13
H: 3.38 1.11 -0.15  0.09
H: 0.07 -1.14 1.49  0.16
H: -0.97 -1.95 0.12  0.08
H: 1.41 2.14 0.21  0.14
N: 1.57 0.08 -0.02  -0.16
N: -0.48 1.31 -0.01  0.02
O: 1.03 -1.23 -0.40  -0.05
S: -2.65 -0.01 -0.10  0.66


Stability summary - winner: x; margin: 0.1063 hartree.


--- w ---
Below is an isolated molecule of C4H6N2OS, with properties calculated with wB97M-V/def2-TZVPD.

Values from the calculation:
- E_HOMO (eV) = -7.627
- spin multiplicity = 1
- SMILES = ON1C=NS[C@@H]2C[C@@H]21

Each line ends with the Löwdin charge.
Atoms and positions in Å:
C: -0.02 -1.68 0.03  -0.31
C: 1.21 0.86 -0.31  -0.48
C: 0.18 1.53 0.58  -0.06
C: -0.29 0.62 -0.53  -0.28
H: -2.34 -0.90 0.95  0.22
H: -0.47 -2.62 0.38  0.13
H: 1.66 1.64 -0.89  0.08
H: 0.13 0.91 1.53  0.14
H: 0.19 2.55 0.45  0.07
H: -0.71 1.07 -1.55  0.18
N: -0.80 -0.70 -0.42  -0.16
N: 1.25 -1.88 0.11  -0.37
O: -2.20 -0.76 -0.17  -0.05
S: 2.20 -0.65 -0.16  0.88


--- x ---
Below is an isolated molecule of C4H6N2OS, with properties calculated with wB97M-V/def2-TZVPD.

Values from the calculation:
- E_HOMO (eV) = -8.789
- spin multiplicity = 1
- SMILES = CN(C=O)/C=N/C=S

Each line ends with the Löwdin charge.
Atoms and positions in Å:
C: 2.70 1.26 -0.02  -0.01
C: 1.91 -1.00 0.03  -0.31
C: 0.26 0.73 0.05  -0.14
C: -2.01 0.50 -0.04  -0.74
H: 3.34 0.94 -0.79  0.08
H: 3.14 1.28 0.95  0.09
H: 2.31 2.28 -0.20  0.10
H: 0.96 -1.70 0.12  0.17
H: 0.24 1.81 0.28  0.14
H: -2.07 1.59 -0.10  0.05
N: 1.58 0.33 -0.03  -0.10
N: -0.75 -0.04 -0.02  -0.01
O: 3.01 -1.45 -0.01  0.07
S: -3.43 -0.35 0.01  0.62


--- y ---
Below is an isolated molecule of C4H6N2OS, with properties calculated with wB97M-V/def2-TZVPD.

Values from the calculation:
- E_HOMO (eV) = -9.631
- spin multiplicity = 1
- SMILES = OC1(CS)C=NN=C1

Each line ends with the Löwdin charge.
Atoms and positions in Å:
C: -1.01 0.85 0.00  -0.46
C: 0.44 0.36 -0.03  -0.55
C: 0.51 -0.67 1.07  -0.11
C: 0.68 -0.57 -1.22  -0.10
H: -2.15 -1.13 0.88  -0.13
H: -1.12 1.51 0.89  0.10
H: -1.22 1.44 -0.90  0.07
H: 2.26 1.34 -0.11  0.13
H: 0.32 -0.46 2.12  0.13
H: 0.84 -0.18 -2.22  0.13
N: 0.68 -1.88 0.59  0.05
N: 0.87 -1.77 -0.82  0.03
O: 1.29 1.53 -0.03  -0.02
S: -2.41 -0.38 -0.23  0.71


--- z ---
Below is a 2-piece molecular cluster, C4H6N2OS overall, with properties calculated with wB97M-V/def2-TZVPD.

Values from the calculation:
- E_HOMO (eV) = -9.572
- spin multiplicity = 1

Each line ends with the Löwdin charge.
Atoms and positions in Å:
C: -0.59 1.21 -1.08  -0.04
C: -1.47 1.05 0.03  -0.12
C: 0.11 0.05 -1.14  -0.06
C: 0.19 -1.96 0.16  -0.47
N: -1.30 -0.11 0.60  0.04
N: -0.33 -0.75 -0.11  -0.29
O: 2.64 -0.52 1.08  -0.07
S: -0.48 -2.76 1.47  0.81
H: -0.52 2.06 -1.72  0.10
H: -2.19 1.74 0.40  0.11
H: 0.89 -0.29 -1.79  0.12
H: 2.01 -0.17 1.71  0.03
H: 2.27 -1.34 0.72  -0.02
H: -1.40 -1.86 1.87  -0.13


Stability summary - winner: x; margin: 0.0474 hartree.